# 1
{"formula": "C3H12N2O", "method": "wB97M-V/def2-TZVPD", "multiplicity": 2, "de_lowest_kj_mol": 140.1, "homo_lumo_gap_ev": [2.7, 9.1], "charge": -1, "homo_ha": [0.0476, -0.1888], "lumo_ev": [4.0, 4.0], "s2": 0.75, "elements": ["C", "C", "N", "C", "N", "H", "H", "H", "H", "H", "H", "H", "H", "H", "H", "H", "H", "O"], "positions_angstrom": [[-2.051, -0.159, 1.368], [-0.522, -0.215, 1.213], [-0.130, -0.211, -0.261], [0.985, -1.176, -0.296], [1.855, -1.007, -1.476], [-2.510, 0.867, 1.132], [-2.516, -1.087, 0.945], [-2.227, -0.116, 2.475], [-0.012, -0.963, 1.697], [-0.011, 0.721, 1.535], [-0.929, -0.508, -0.848], [1.570, -0.898, 0.531], [0.540, -2.171, -0.211], [1.498, -0.242, -1.987], [2.841, -0.941, -1.305], [-0.088, 3.249, -1.493], [1.265, 2.372, -1.248], [0.443, 2.483, -1.773]], "forces_ev_per_a": [[0.26, 0.80, 1.84], [-1.17, 3.77, -3.26], [-0.18, -1.06, 0.84], [-0.32, 0.89, -1.90], [-1.11, -1.58, 0.13], [0.69, -1.69, -0.71], [0.04, 1.17, 0.19], [-0.09, -0.62, -0.57], [0.44, -2.25, 1.33], [-0.68, -0.35, 0.42], [0.75, 0.05, 0.55], [0.74, -0.23, 1.41], [0.60, -0.39, 0.09], [0.01, 1.06, -0.66], [0.02, 0.32, 0.36], [0.63, -0.07, 0.43], [-0.73, 0.56, 0.16], [0.10, -0.37, -0.66]]}

---

# 2
{"formula": "C22H72O14", "method": "wB97M-V/def2-TZVPD", "multiplicity": 2, "de_lowest_kj_mol": 129.9, "homo_lumo_gap_ev": [8.8, 2.2], "charge": 1, "homo_ha": [-0.4165, -0.4165], "lumo_ev": [-2.6, -9.2], "s2": 0.75, "elements": ["C", "C", "C", "O", "H", "H", "H", "H", "H", "H", "H", "H", "C", "C", "C", "O", "H", "H", "H", "H", "H", "H", "H", "H", "C", "C", "C", "O", "H", "H", "H", "H", "H", "H", "H", "H", "C", "C", "C", "O", "H", "H", "H", "H", "H", "H", "H", "H", "C", "O", "H", "H", "H", "H", "C", "O", "H", "H", "H", "H", "C", "O", "H", "H", "H", "H", "C", "O", "H", "H", "H", "H", "C", "O", "H", "H", "H", "H", "C", "O", "H", "H", "H", "H", "C", "O", "H", "H", "H", "H", "C", "O", "H", "H", "H", "H", "C", "O", "H", "H", "H", "H", "C", "O", "H", "H", "H", "H"], "positions_angstrom": [[2.761, -1.382, -5.451], [2.510, 0.149, -5.443], [2.178, 0.665, -4.053], [3.666, 0.739, -6.012], [2.171, -2.060, -4.835], [3.768, -1.629, -5.113], [2.697, -1.789, -6.460], [1.643, 0.291, -6.088], [1.503, -0.019, -3.539], [1.869, 1.705, -4.154], [3.137, 0.610, -3.538], [4.376, 0.319, -5.521], [-0.594, -0.316, -0.980], [0.298, -1.277, -0.170], [0.571, -0.941, 1.328], [-0.360, -2.465, -0.162], [-1.578, -0.145, -0.544], [-0.792, -0.767, -1.953], [-0.126, 0.652, -1.156], [1.200, -1.317, -0.780], [0.781, 0.104, 1.557], [1.459, -1.499, 1.624], [-0.341, -1.157, 1.886], [-1.237, -2.337, -0.531], [-4.854, -2.067, -2.986], [-3.663, -2.881, -2.571], [-2.499, -2.968, -3.592], [-3.091, -2.202, -1.437], [-5.322, -2.615, -3.805], [-4.546, -1.107, -3.400], [-5.553, -1.892, -2.169], [-4.168, -3.827, -2.376], [-2.777, -3.541, -4.477], [-1.576, -3.423, -3.232], [-2.232, -1.924, -3.755], [-3.730, -2.287, -0.726], [-2.726, 3.724, 2.033], [-1.362, 4.016, 1.351], [-0.417, 4.591, 2.385], [-0.859, 2.817, 0.859], [-3.255, 4.676, 2.065], [-2.647, 3.476, 3.091], [-3.353, 2.925, 1.636], [-1.527, 4.675, 0.499], [-0.876, 5.526, 2.704], [0.551, 4.838, 1.948], [-0.195, 3.829, 3.132], [-0.818, 2.368, 1.707], [1.293, 4.718, -1.439], [0.969, 3.361, -1.727], [1.966, 5.120, -2.197], [0.353, 5.263, -1.528], [1.694, 4.824, -0.431], [0.018, 3.249, -1.790], [-4.216, -0.982, 1.076], [-4.451, -2.386, 0.995], [-4.708, -0.513, 1.928], [-3.175, -0.802, 1.344], [-4.327, -0.471, 0.120], [-4.613, -2.771, 1.859], [-1.104, 0.960, 5.069], [0.109, 1.548, 4.791], [-1.989, 1.595, 5.104], [-1.299, 0.245, 4.270], [-1.031, 0.302, 5.935], [0.800, 0.881, 4.810], [2.127, -4.075, -1.798], [0.793, -4.254, -1.897], [2.874, -4.847, -1.978], [2.367, -3.327, -2.554], [2.367, -3.659, -0.819], [0.342, -3.504, -1.502], [3.681, -0.749, 4.121], [2.346, -0.418, 4.399], [4.355, -0.423, 4.913], [3.673, -1.826, 3.959], [3.735, -0.271, 3.143], [2.070, -0.934, 5.160], [3.191, 2.529, 2.629], [4.069, 2.558, 1.545], [3.702, 2.503, 3.591], [2.632, 3.463, 2.569], [2.605, 1.620, 2.497], [3.713, 2.201, 0.728], [-0.905, -5.260, 1.299], [-0.388, -6.113, 0.284], [-1.964, -5.057, 1.138], [-0.880, -5.760, 2.267], [-0.406, -4.313, 1.504], [-0.408, -5.650, -0.556], [-3.439, 3.477, -2.029], [-2.136, 2.876, -1.702], [-4.090, 2.712, -2.452], [-3.951, 3.878, -1.154], [-3.276, 4.241, -2.789], [-1.995, 2.907, -0.753], [0.488, -2.925, 4.439], [1.120, -2.541, 5.728], [-0.436, -2.417, 4.167], [1.245, -2.923, 3.654], [0.252, -3.989, 4.428], [1.768, -3.195, 6.000], [4.041, 2.873, -1.643], [3.280, 1.914, -0.912], [5.116, 2.695, -1.654], [3.726, 2.884, -2.686], [3.874, 3.885, -1.273], [2.371, 2.211, -0.999]], "forces_ev_per_a": [[0.24, -0.48, -0.12], [-0.69, -2.14, -0.01], [1.11, -0.14, -0.60], [-0.52, 0.48, 0.17], [-0.67, 0.54, 0.17], [0.39, 0.32, 0.05], [0.02, 0.21, -0.12], [0.25, 0.48, -0.31], [-0.35, 0.44, -0.05], [-0.29, -0.10, 0.51], [0.01, 0.23, 0.51], [0.46, 0.14, -0.16], [0.36, 0.61, 0.29], [-0.45, 2.89, 0.02], [0.21, 0.57, -1.13], [-0.37, -2.63, -0.07], [0.03, -0.01, 0.29], [0.13, -0.04, -0.07], [0.04, 0.08, 0.07], [0.57, -0.35, 0.38], [0.15, 0.33, -0.38], [-0.37, -0.29, 0.45], [0.24, -0.44, 0.14], [-0.75, -0.22, -0.23], [0.20, 0.48, -1.47], [0.60, 0.46, -0.11], [-0.79, 0.13, 0.60], [0.30, -0.77, 0.10], [-0.50, 0.11, 0.04], [0.01, 0.21, 0.09], [0.00, -0.24, -0.01], [0.98, -0.66, 0.75], [-0.09, 0.49, -0.21], [-0.28, -0.30, 0.54], [-0.06, 0.02, -0.74], [-0.03, -0.27, 0.35], [-0.06, 1.07, 0.50], [-1.43, 0.28, 0.73], [0.13, 0.51, -0.95], [0.75, -0.90, -0.15], [-0.49, -0.12, -0.19], [0.58, -0.14, 0.15], [0.18, 0.24, -0.69], [0.15, 0.18, 0.01], [0.29, -0.16, 0.81], [0.05, 0.18, -0.33], [-0.47, 0.28, 0.55], [0.37, -1.32, -0.21], [-1.21, -0.13, -0.53], [1.11, -0.38, 0.15], [0.18, -0.10, 0.15], [0.19, 0.50, 0.28], [0.10, 0.07, 0.04], [-0.42, -0.08, -0.02], [1.14, 0.10, 1.26], [-0.33, 0.41, -0.56], [-0.81, 0.07, -0.43], [0.52, -0.16, -0.15], [-0.68, -0.28, 0.11], [0.04, 0.15, 0.01], [-0.81, -2.37, -0.38], [0.97, 1.88, -0.24], [0.58, 0.55, 0.27], [-0.49, -0.22, -0.39], [-0.30, 0.38, 0.54], [0.18, -0.19, -0.06], [2.27, 2.25, 0.05], [-2.34, -2.23, -0.66], [-1.01, -0.97, -0.03], [0.74, 0.47, -0.05], [0.36, 0.11, 0.26], [-0.08, 0.18, 0.45], [-1.14, -0.33, -0.82], [-1.02, 1.00, 0.76], [0.32, 0.04, -0.38], [0.83, -0.13, 0.04], [1.43, -0.05, 0.00], [-0.50, -0.50, 0.35], [0.57, -1.78, -0.45], [1.53, 1.57, 3.04], [0.48, 0.41, -0.18], [-0.70, 0.48, -0.09], [-0.89, 0.31, 0.16], [-1.33, -1.33, -3.13], [-0.54, -0.40, 0.46], [0.04, 0.36, 0.87], [-0.17, 0.22, -0.21], [0.18, -0.58, -0.16], [0.38, 0.10, -0.71], [0.22, 0.24, -0.19], [0.91, -0.67, -0.03], [-0.86, 0.68, -0.40], [0.11, -0.09, -0.02], [0.24, 0.17, 0.04], [-0.07, 0.08, 0.19], [-0.08, -0.30, 0.22], [1.44, -1.62, 0.57], [-1.23, 0.57, -1.23], [0.47, 0.59, 0.57], [-0.12, 0.87, -0.20], [-0.36, -0.12, 0.60], [-0.16, -0.35, -0.23], [0.14, 0.79, -1.04], [1.15, 0.10, 1.42], [-0.17, -0.51, 0.44], [-0.09, -0.16, -0.02], [0.03, 0.03, 0.20], [-1.12, 0.07, -0.45]]}

---

Repeat the first record exactly.
{"formula": "C3H12N2O", "method": "wB97M-V/def2-TZVPD", "multiplicity": 2, "de_lowest_kj_mol": 140.1, "homo_lumo_gap_ev": [2.7, 9.1], "charge": -1, "homo_ha": [0.0476, -0.1888], "lumo_ev": [4.0, 4.0], "s2": 0.75, "elements": ["C", "C", "N", "C", "N", "H", "H", "H", "H", "H", "H", "H", "H", "H", "H", "H", "H", "O"], "positions_angstrom": [[-2.051, -0.159, 1.368], [-0.522, -0.215, 1.213], [-0.130, -0.211, -0.261], [0.985, -1.176, -0.296], [1.855, -1.007, -1.476], [-2.510, 0.867, 1.132], [-2.516, -1.087, 0.945], [-2.227, -0.116, 2.475], [-0.012, -0.963, 1.697], [-0.011, 0.721, 1.535], [-0.929, -0.508, -0.848], [1.570, -0.898, 0.531], [0.540, -2.171, -0.211], [1.498, -0.242, -1.987], [2.841, -0.941, -1.305], [-0.088, 3.249, -1.493], [1.265, 2.372, -1.248], [0.443, 2.483, -1.773]], "forces_ev_per_a": [[0.26, 0.80, 1.84], [-1.17, 3.77, -3.26], [-0.18, -1.06, 0.84], [-0.32, 0.89, -1.90], [-1.11, -1.58, 0.13], [0.69, -1.69, -0.71], [0.04, 1.17, 0.19], [-0.09, -0.62, -0.57], [0.44, -2.25, 1.33], [-0.68, -0.35, 0.42], [0.75, 0.05, 0.55], [0.74, -0.23, 1.41], [0.60, -0.39, 0.09], [0.01, 1.06, -0.66], [0.02, 0.32, 0.36], [0.63, -0.07, 0.43], [-0.73, 0.56, 0.16], [0.10, -0.37, -0.66]]}